The following is a DFT calculation (ωB97M-V with the def2-TZVPD basis set) of 11 unconnected molecules or ions with the total composition C38H76O36S3.

## Properties
SMILES = O=S1(=O)OCCO1.O=S1(=O)OCCO1.O=S1(=O)OCCO1.CCOC(=O)OC.CCOC(=O)OC.CCOC(=O)OC.CCOC(=O)OC.CCOC(=O)OC.CCOC(=O)OC.CCOC(=O)OC.CCOC(=O)OC
Electronic energy = -5396.69397 hartree
Molecular weight = 1205.19 g/mol
HOMO-LUMO gap = 0.389 hartree
Highest occupied orbital energy = -0.37864 Eh
Relative energy (zero: lowest compared OMol25 entry of this formula, charge and spin) = 0.000 eV
LUMO level = 0.28 eV

Each line ends with the Mulliken charge.
Positions of all 153 atoms, in Å:
H 5.84422 -6.10994 0.99799  0.363
O 2.52573 3.45676 0.44074  0.035
H 1.84380 -7.54298 -3.19584  0.179
C -3.65669 0.56472 -1.72726  0.013
C -2.14783 2.41337 0.97492  -0.930
H 0.89802 1.94311 -4.14163  0.375
O -5.96615 1.83369 -2.07610  -0.561
H 4.60372 -1.49719 1.64731  0.471
O 4.60033 -4.91818 -2.94900  -0.345
C -7.87128 0.76958 -3.71055  -0.221
H 8.00333 -8.87079 -4.38519  0.378
O -2.15448 -1.98356 4.66814  -0.338
C 2.68256 2.37969 1.33620  1.004
C 2.63120 -1.15289 0.81747  1.771
H -0.81750 6.23422 2.42387  0.171
O 3.37112 -3.21241 1.63127  -0.078
C -0.33255 5.05216 -2.13498  0.743
C 3.56633 -1.79254 1.81357  -0.804
C 4.17262 2.07127 1.48095  -0.213
H 1.15291 -9.25008 -0.99138  0.334
O 3.94401 -5.21814 1.19623  -0.063
H -4.67297 4.55659 -1.39061  0.370
O -5.30092 3.06169 5.15248  -0.351
H 5.55939 -8.38856 -4.63360  0.272
O -2.80831 5.88797 4.20352  -0.267
C -1.00819 -2.79515 4.53024  -0.446
C 5.26037 -2.62249 -6.42443  -0.625
H -1.27961 -3.67635 3.94715  0.301
H 2.82481 -1.44146 -0.21282  0.179
O 2.79268 -2.04516 -5.62757  -0.553
H -3.29159 1.55584 -2.02804  0.007
H -2.35067 1.66301 1.73810  -0.114
O -3.94651 2.92777 6.79318  -0.216
O -4.63272 0.07725 -2.55756  -0.373
O -6.57281 0.17826 -3.50712  -0.351
C -3.23003 2.40896 7.88567  -0.772
C 4.80822 -6.20176 -2.90649  0.738
C 6.18204 -7.85381 -3.91328  -0.166
O 5.72566 -6.48473 -3.81242  -0.284
O 5.49199 -3.84040 2.01315  -0.587
H -2.97709 3.17484 8.60800  0.254
H 2.99270 -4.98419 -1.58194  -0.069
O 1.15968 -4.95615 -0.06921  -0.050
C -8.82754 -0.29946 -4.12904  -1.161
H -4.29862 1.69969 2.91326  -0.076
H 2.69974 -8.47653 -1.34264  0.133
H -2.34529 4.60711 -0.69507  -0.233
H -3.75427 1.57437 8.36133  0.365
H 0.04665 -3.05635 -1.16341  0.220
C -3.06996 6.53666 5.29539  0.703
H -8.54069 -0.82107 -5.03469  0.306
H -0.65321 -3.17055 5.49249  0.295
H -0.04410 2.06715 1.05973  -0.259
C -2.64375 5.16354 -1.58560  0.477
H -2.54704 7.35693 7.72509  0.381
O -0.77131 -6.48609 -0.20071  -0.606
O 4.31340 -6.98073 -2.16017  -0.537
H 3.32671 -1.62597 2.86448  0.308
C 1.85891 5.16600 -2.92051  -0.310
H 1.46782 -0.29109 -4.67156  0.263
H 0.02257 -2.20487 2.70386  -0.054
C 2.09923 0.49321 -5.08746  -0.420
O 1.13395 0.25102 -0.73978  -0.491
C 3.62891 -1.20659 -5.57038  0.851
H 1.61131 0.75917 -6.03496  0.267
H 8.31740 -7.29416 -3.65603  0.315
C -0.84773 2.01416 0.32376  0.714
H -4.23180 5.30501 -2.97948  0.481
H -3.85798 3.60834 -2.54647  0.166
H 2.10450 1.53487 0.94951  -1.248
H -2.98981 2.45805 0.28548  0.248
H 3.31301 -3.39510 -2.28518  0.011
H -3.14390 5.93556 2.19178  0.153
H -0.04274 -2.25482 -2.77568  0.443
H 7.78192 -7.32779 -5.26974  0.302
H 4.37774 -7.04002 0.45777  -0.046
H 6.02111 -8.34814 -2.95201  0.285
C -2.82980 6.63888 2.96434  -0.191
H 1.05143 -2.15291 4.08428  0.236
C 0.02066 -1.96516 3.77382  0.229
O -4.71683 1.00676 5.88184  -0.608
O -2.57980 0.06459 3.43191  -0.571
H 1.26667 -1.87220 -1.68696  -0.034
H -1.46354 7.76932 1.72703  0.371
O -1.84597 0.25417 5.74141  -0.506
H 2.17064 2.59278 2.27987  0.402
O 4.11333 3.13975 -1.37010  -0.506
H 2.61430 2.53586 -4.45064  0.347
O -2.68899 5.77499 6.30731  -0.246
H -3.87980 0.67453 -0.66201  0.215
O 0.02092 4.97310 -0.99613  -0.450
H -6.33855 1.49679 4.23856  0.373
H -0.60461 2.69849 -0.49099  0.025
H -2.03828 3.37506 1.47530  0.437
C 4.39744 -4.07254 1.66130  0.538
H -2.78060 -0.08002 -1.78133  0.138
H 2.55181 -0.07506 0.92194  -1.584
O 4.06346 5.27973 -0.22192  -0.551
H -4.48109 3.48398 2.85644  0.096
O 4.82138 3.22648 0.98299  -0.425
H 0.22966 -8.25233 -2.88121  0.343
C 7.63940 -7.84344 -4.31278  -1.222
O -1.00888 0.64430 -0.10426  -0.152
C -5.00163 2.53135 2.85309  -0.260
H -8.19890 1.30617 -2.81438  0.316
H 2.28983 4.34771 -2.34343  -0.169
O 3.43171 0.08510 -5.26070  -0.335
C 3.76061 -4.33922 -1.96478  0.068
H -0.91809 7.65996 3.42118  0.348
H -5.53185 2.31507 1.92052  0.415
H -6.83884 3.09502 3.83493  0.339
O 1.56080 -7.34734 -0.16320  -0.331
O -3.53677 7.60137 5.36467  -0.555
C -4.64826 2.20326 5.93662  0.816
S 0.55592 -6.14589 -0.52459  0.837
C -5.73647 0.82818 -2.70214  0.709
C -0.04623 -0.02520 -0.68414  0.580
H 4.77817 -3.47305 -5.94992  0.261
C -3.92533 4.62939 -2.18521  -1.359
O -0.60207 -1.10735 -1.18106  -0.420
O 0.50183 5.02776 -3.18469  -0.378
H 4.49481 1.20101 0.91845  0.235
O 4.92845 -1.38583 -5.80872  -0.339
H 4.75145 -6.84406 2.17951  0.327
C 1.95910 1.71694 -4.18273  -0.618
H 6.33110 -2.71988 -6.42234  0.228
H 2.24042 1.37359 -3.17839  -0.015
S -1.82471 -0.41624 4.50699  0.950
H -7.75371 1.60638 -4.41031  0.305
C -2.92070 6.35217 7.59732  -0.786
H 2.12036 6.12676 -2.48347  0.363
C -5.94881 2.49297 4.02286  -0.594
O 0.72230 -6.29045 -2.11889  -0.289
O -1.59790 5.00442 -2.58111  -0.349
H -3.53709 7.47143 2.98109  0.408
H 4.42537 1.95976 2.53057  0.334
C 0.20691 -2.14150 -1.72255  -0.358
H -2.28152 1.98012 7.53706  0.272
H -2.48863 5.61623 8.27155  0.192
H -9.81356 0.15748 -4.26964  0.380
H -3.99255 6.31869 7.81116  0.320
C 1.63905 -8.29964 -1.20036  -0.258
H 4.42020 -3.98788 -1.15821  0.213
H 2.40211 5.12350 -3.86375  0.319
H 4.82101 -2.58894 -7.42673  0.323
C 4.80644 -6.37177 1.19189  -0.572
O -0.29189 -0.60531 4.04700  -0.294
S 3.95341 3.89323 -0.17604  0.914
C -1.41349 7.13001 2.61020  -1.010
H -2.75768 6.21491 -1.31961  0.331
C 1.03311 -7.64566 -2.46644  -0.255
H 1.63560 -1.57707 1.00237  0.010
H -9.00241 -0.99695 -3.30807  0.296